This record from the OMol25 dataset describes a cluster of 4 separate species, C6H14O2 in total in a non-equilibrium geometry. The level of theory is wB97M-V/def2-TZVPD.

Geometry (Å):
O 0.739 -1.962 1.675
O -1.855 -1.662 1.606
C -1.627 -0.353 -1.299
C -1.251 0.965 0.766
C 2.900 1.472 -1.066
C 1.560 1.254 -0.633
C 0.335 1.137 -1.145
C -0.885 0.758 -0.673
H -0.205 -1.790 1.765
H -1.738 0.173 1.308
H -1.043 -1.227 -1.385
H 2.559 -0.582 -1.919
H -0.320 1.051 1.294
H -1.704 2.002 0.961
H 2.611 -1.263 -1.842
H 0.926 -1.739 0.784
H -2.217 -2.664 1.778
H -2.502 -0.603 -0.530
H 3.660 1.389 -0.295
H 1.690 1.198 0.495
H 3.107 1.711 -2.077
H -2.082 -0.065 -2.291

Computed properties:
LUMO level   -3.7 eV

This record from the OMol25 dataset describes a cluster of 14 separate species, C15H50BN2O16 in total in a non-equilibrium geometry. The level of theory is wB97M-V/def2-TZVPD.

Geometry (Å):
O 2.080 -2.182 -6.442
O -0.193 -2.947 2.913
O 2.245 -5.573 -7.047
O 1.825 -3.713 -3.667
O 0.081 10.867 -0.391
O -1.272 1.142 -3.371
O -5.079 0.895 3.445
O 0.526 3.425 -4.023
O 0.478 -1.713 -9.090
O 1.317 -8.137 1.401
O 1.372 0.947 -10.070
O -0.476 6.312 2.206
O 2.179 -2.857 2.255
O -1.896 8.387 0.603
O -3.442 -4.316 3.681
O -3.525 0.515 5.799
N 0.554 1.589 -0.758
N 0.585 -0.480 -4.140
C 2.603 3.664 1.551
C 0.403 -1.164 -0.489
C 0.062 2.888 4.588
C 1.329 0.787 3.317
C 0.998 0.471 1.711
C 0.914 -2.366 2.136
C 0.772 -1.063 1.113
C 0.105 -4.310 3.381
C 0.897 1.778 0.705
C 0.155 -5.358 2.097
C 1.167 3.259 1.356
C -1.289 -5.201 1.323
C -0.810 0.360 5.019
C 0.293 0.218 -1.415
C -0.105 1.395 3.926
B -0.113 0.252 -3.008
H -1.865 0.551 -3.929
H 1.880 -4.782 -7.471
H -0.642 3.683 4.055
H -1.703 -6.268 1.007
H 1.026 -5.060 1.360
H -1.101 6.505 1.491
H -0.082 -0.965 -4.780
H 2.944 4.729 1.200
H 1.358 -1.100 -3.813
H 0.592 1.220 -10.576
H 1.523 -0.237 3.863
H 0.921 10.415 -0.225
H 1.967 -8.576 1.970
H 1.443 1.613 -9.371
H -0.143 2.870 5.754
H 1.778 -1.645 -5.694
H 1.496 -5.940 -6.551
H -4.273 0.149 6.294
H -0.028 -0.397 5.465
H 1.067 -4.382 4.075
H 2.220 1.551 3.414
H 0.113 3.478 -4.898
H -0.792 -4.690 4.069
H -5.600 1.112 2.658
H 0.763 -0.937 -9.595
H -1.400 9.207 0.456
H 0.324 11.610 -0.964
H 2.531 -4.310 -3.379
H 0.280 2.545 -3.701
H -2.857 -3.559 3.529
H 3.398 2.984 2.078
H 0.358 4.018 1.728
H -1.659 -0.253 4.455
H -2.756 8.690 0.931
H -1.330 1.009 5.870
H 0.197 -2.229 -0.963
H 1.171 3.266 4.394
H 0.478 2.458 -1.368
H -1.140 -4.485 0.398
H -3.889 1.306 5.375
H -3.350 -4.496 4.629
H -4.509 0.167 3.156
H 1.214 -1.880 -8.482
H 0.145 7.056 2.181
H 2.587 -2.896 -6.028
H -2.112 -4.728 2.044
H 0.324 -6.475 2.401
H 1.441 -3.387 -2.838
H 1.846 -7.789 0.668
H -0.893 1.502 3.040

Computed properties:
LUMO level   -4.8 eV
Total charge   +1

This record from the OMol25 dataset describes the ion C30H35N2O with charge +1 in a non-equilibrium geometry. The level of theory is wB97M-V/def2-TZVPD.

Geometry (Å):
O 0.616 -3.035 2.568
N 3.220 -0.915 -0.449
N 1.853 -1.052 3.922
C 2.665 -4.555 3.731
C -1.833 2.194 2.926
C -1.766 -3.694 2.974
C 2.509 -1.012 0.706
C 0.930 2.391 2.752
C 3.634 0.348 -1.066
C -3.031 -3.722 5.466
C 2.249 -0.022 4.967
C -1.261 3.469 2.898
C 0.039 -1.032 5.411
C 0.961 0.119 5.796
C 0.458 -3.273 3.969
C 1.366 -4.527 4.259
C 3.582 -2.101 -1.243
C 2.230 -0.023 1.602
C 1.586 -6.845 4.922
C -1.039 -3.538 4.147
C 0.838 -5.663 4.870
C 1.013 -2.025 4.764
C 2.852 -6.892 4.348
C 4.336 -1.563 -2.468
C 1.188 -0.225 2.679
C 0.117 3.544 2.797
C -1.036 1.035 2.869
C 3.394 -5.755 3.753
C -1.649 -3.611 5.409
C -3.148 -3.759 3.059
C 0.349 1.123 2.872
C -3.779 -3.774 4.290
C 4.372 -0.041 -2.341
H 3.087 -3.658 3.259
H -1.556 0.063 2.841
H 3.902 0.432 -3.191
H 4.366 -5.766 3.274
H 0.462 -0.943 2.348
H 2.624 1.005 1.383
H 2.674 -2.659 -1.526
H 2.738 0.944 -1.286
H -3.694 -3.808 2.129
H 1.226 0.049 6.860
H 5.340 -1.986 -2.479
H 3.424 -7.817 4.347
H 3.035 -0.448 5.568
H 2.631 0.870 4.426
H 4.257 0.922 -0.372
H 1.153 -7.723 5.385
H 2.003 2.523 2.633
H -3.506 -3.761 6.440
H -1.035 -3.576 6.322
H -0.495 -1.493 6.245
H -0.171 -5.643 5.289
H 4.208 -2.802 -0.663
H -0.668 -0.743 4.603
H -4.863 -3.827 4.345
H 0.601 4.521 2.794
H -1.247 -3.717 2.022
H 2.103 -2.043 0.882
H 3.841 -1.892 -3.381
H 0.531 1.098 5.578
H 1.646 -2.433 5.574
H -1.884 4.372 2.970
H 1.468 -2.590 2.419
H -2.908 2.106 3.037
H 5.395 0.305 -2.288
H 2.653 -1.554 3.536

Computed properties:
LUMO level   -2.1 eV
Total charge   +1
SMILES   OC(c1ccccc1)(c1ccccc1)[C@@H]1CCC[N@@H+]1[C@H](/C=C/N1CCCC1)c1ccccc1